This record from OMol25 describes 2 unconnected molecules or ions with the total composition CH2ClNO. The level of theory is ωB97M-V/def2-TZVPD.

Structure (ORCA input):
```
! wB97M-V def2-TZVPD RIJCOSX def2/J DEFGRID3
* xyz 0 1
C -0.48 -0.35 1.78
N 0.10 0.07 0.88
H -1.09 -0.73 2.58
O -0.04 0.20 -1.84
Cl 1.28 1.16 -2.32
H 0.23 -0.34 -1.09
*
```

Highest occupied orbital energy: -9.98 eV
SMILES: C#N.OCl
Relative energy (zero: lowest compared OMol25 entry of this formula, charge and spin): 2.830 eV
Frontier orbital gap: 10.480 eV


This record from OMol25 describes C16H16BN3O4 in the gas phase. The level of theory is ωB97M-V/def2-TZVPD.

Structure (ORCA input):
```
! wB97M-V def2-TZVPD RIJCOSX def2/J DEFGRID3
* xyz 0 1
O 1.31 2.06 -2.10
C 0.21 1.60 -1.96
C -0.96 2.46 -1.70
C -1.96 1.79 -0.73
N -3.01 1.13 -1.27
C -3.71 0.35 -0.49
C -3.61 0.42 0.88
C -2.52 1.08 1.37
N -1.75 1.85 0.59
N -0.17 0.26 -2.06
C 0.80 -0.75 -2.32
C 1.74 -0.88 -1.14
C 1.10 -0.62 0.19
C -0.08 -1.25 0.58
O -0.38 -0.94 1.85
C 0.77 -0.31 2.32
C 1.08 0.19 3.64
C 2.31 0.67 3.89
C 3.32 0.78 2.85
C 2.99 0.46 1.58
C 1.71 0.00 1.28
B 0.06 -2.22 -2.29
O 0.82 -3.30 -1.99
O -1.19 -2.29 -2.80
H -0.55 3.36 -1.34
H -1.52 2.61 -2.67
H -4.44 -0.34 -0.87
H -4.15 -0.23 1.55
H -2.46 1.30 2.41
H -1.12 -0.11 -1.84
H 1.30 -0.30 -3.26
H 2.58 -0.16 -1.24
H 2.19 -1.88 -1.09
H -0.76 -1.68 -0.16
H 0.42 -0.12 4.41
H 2.65 0.86 4.89
H 4.30 1.11 3.04
H 3.79 0.43 0.83
H 0.46 -4.22 -2.05
H -1.58 -3.18 -2.76
*
```

Highest occupied orbital energy: -8.01 eV
SMILES: O=C(Cc1ncccn1)N[C@@H](Cc1coc2ccccc12)B(O)O
Relative energy (zero: lowest compared OMol25 entry of this formula, charge and spin): 1.313 eV
Frontier orbital gap: 7.911 eV


This record from OMol25 describes a gas-phase ion, C14H24N3O5 (charge -1). The level of theory is ωB97M-V/def2-TZVPD.

Structure (ORCA input):
```
! wB97M-V def2-TZVPD RIJCOSX def2/J DEFGRID3
* xyz -1 1
C -2.30 -3.10 -2.33
N -1.50 -2.20 -1.48
C -0.56 -2.71 -0.56
O -0.38 -3.89 -0.39
C 0.27 -1.86 0.37
C 1.74 -2.07 0.20
C 2.62 -1.47 -0.96
C 2.54 -2.41 -2.20
C 4.04 -1.25 -0.40
N -0.04 -0.40 0.34
C -0.54 0.35 1.32
O -0.69 -0.17 2.45
C -0.71 1.86 1.13
C -2.16 2.09 0.68
C -2.33 2.26 -0.87
C -1.81 1.10 -1.63
O -2.77 0.36 -2.08
O -0.60 1.09 -1.93
N -0.55 2.57 2.37
C -0.11 3.84 2.33
C -0.33 4.39 3.66
O 0.14 4.45 1.27
H -2.60 -4.02 -1.81
H -3.21 -2.66 -2.90
H -1.58 -3.44 -3.05
H -1.57 -1.23 -1.79
H 0.16 -2.31 1.34
H 2.00 -3.11 0.31
H 2.24 -1.64 1.10
H 2.18 -0.54 -1.21
H 1.58 -2.82 -2.23
H 3.22 -3.25 -2.05
H 3.03 -2.03 -3.10
H 4.34 -2.17 0.11
H 4.70 -1.23 -1.22
H 4.22 -0.50 0.46
H -0.11 0.04 -0.51
H -0.05 2.35 0.33
H -2.45 3.07 1.03
H -2.87 1.35 0.99
H -2.02 3.29 -1.23
H -3.39 2.29 -1.01
H -0.62 2.09 3.28
H -0.23 5.47 3.49
H -1.33 4.13 4.07
H 0.40 4.00 4.29
*
```

Highest occupied orbital energy: -5.35 eV
SMILES: CNC(=O)[C@@H](CC(C)C)NC(=O)[C@@H](CCC(=O)[O-])NC(C)=O
Relative energy (zero: lowest compared OMol25 entry of this formula, charge and spin): 2.295 eV
Frontier orbital gap: 8.315 eV


This record from OMol25 describes a molecular structure, C6H7NO. The level of theory is ωB97M-V/def2-TZVPD.

Structure (ORCA input):
```
! wB97M-V def2-TZVPD RIJCOSX def2/J DEFGRID3
* xyz 0 1
C -0.95 -0.50 -0.01
C -0.20 0.27 -1.02
C -0.48 1.47 -0.08
C -0.26 0.33 1.09
C 1.28 0.21 0.66
C 1.27 -0.02 -0.79
H -0.62 0.19 -2.03
H 0.13 2.46 0.00
H -1.53 1.79 -0.23
H -0.45 0.30 2.14
H 2.00 0.91 1.32
H 0.74 -1.68 0.23
H 2.14 0.46 -1.29
N 1.59 -1.17 0.08
O -2.20 -0.85 0.03
*
```

Highest occupied orbital energy: -9.78 eV
Relative energy (zero: lowest compared OMol25 entry of this formula, charge and spin): 4.065 eV
Frontier orbital gap: 10.086 eV


This record from OMol25 describes a molecular structure, C15H19BF5O15Pd. The level of theory is ωB97M-V/def2-TZVPD.

Structure (ORCA input):
```
! wB97M-V def2-TZVPD RIJCOSX def2/J DEFGRID3
* xyz 1 3
Pd -0.30 2.01 0.28
B -2.41 4.47 -1.14
H -3.03 3.75 -0.62
H -1.82 3.87 -1.83
H -3.02 5.17 -1.68
H -1.73 4.86 -0.40
C 6.48 5.67 3.65
C 5.83 5.60 5.03
O 4.66 4.81 4.75
C 4.55 4.65 3.45
O 3.69 3.99 2.93
O 5.51 5.21 2.76
F 5.45 6.78 5.37
H 7.32 4.98 3.68
H 6.83 6.68 3.42
H 6.49 5.19 5.79
C 4.39 1.46 -6.45
C 4.08 0.03 -6.26
O 3.33 0.02 -5.05
C 3.36 1.26 -4.54
O 2.86 1.58 -3.44
O 3.84 2.13 -5.36
F 5.28 -0.61 -6.14
H 4.05 1.95 -7.36
H 5.46 1.67 -6.51
H 3.38 -0.38 -6.99
C 2.39 -5.81 0.97
C 1.80 -5.63 2.36
O 1.24 -4.40 2.41
C 1.61 -3.69 1.34
O 1.43 -2.48 1.13
O 2.29 -4.49 0.49
F 2.74 -5.60 3.30
H 1.82 -6.49 0.34
H 3.46 -6.06 0.94
H 1.02 -6.33 2.65
C -7.14 0.45 4.53
C -7.45 -0.13 3.16
O -6.11 -0.40 2.68
C -5.28 0.46 3.30
O -4.15 0.71 2.93
O -5.87 0.97 4.37
F -7.98 0.79 2.35
H -7.22 -0.22 5.38
H -7.89 1.15 4.90
H -8.17 -0.95 3.17
C -4.44 -4.06 -3.64
C -3.64 -4.74 -2.59
O -2.74 -3.70 -2.06
C -3.01 -2.51 -2.66
O -2.45 -1.45 -2.53
O -3.93 -2.70 -3.66
F -2.98 -5.74 -3.23
H -5.50 -4.01 -3.37
H -4.27 -4.56 -4.59
H -4.12 -5.19 -1.72
*
```

Highest occupied orbital energy (spin up / spin down): -12.66 / -12.66 eV
Relative energy (zero: lowest compared OMol25 entry of this formula, charge and spin): 4.673 eV
Frontier orbital gap (spin up / spin down): 7.191 / 4.707 eV
⟨S²⟩: 2.004


This record from OMol25 describes a molecular structure, C29H36CaN3O12P3S2. The level of theory is ωB97M-V/def2-TZVPD.

Structure (ORCA input):
```
! wB97M-V def2-TZVPD RIJCOSX def2/J DEFGRID3
* xyz -2 1
Ca 0.25 -0.68 0.27
O 0.67 0.75 2.86
S 0.37 2.01 2.21
O 1.35 3.06 2.42
N 0.02 1.75 0.67
C -0.50 2.82 -0.03
C -0.37 4.16 0.28
C -0.96 5.17 -0.50
C -1.70 4.88 -1.61
C -1.87 3.52 -1.97
C -2.66 3.12 -3.07
C -2.85 1.80 -3.34
C -2.20 0.86 -2.51
N -1.43 1.18 -1.50
C -1.27 2.49 -1.20
C -1.14 2.60 2.96
C -1.05 3.40 4.08
C -2.21 3.83 4.71
C -3.45 3.47 4.20
C -3.53 2.67 3.07
C -2.38 2.23 2.45
H 0.24 4.45 1.12
H -0.81 6.20 -0.21
H -2.16 5.65 -2.21
H -3.13 3.89 -3.68
H -3.46 1.46 -4.16
H -2.35 -0.20 -2.68
H -0.08 3.69 4.45
H -2.15 4.46 5.60
H -4.36 3.82 4.69
H -4.50 2.39 2.68
H -2.42 1.57 1.59
C -2.01 -3.36 -3.32
C -0.94 -3.57 -2.26
O -0.54 -4.93 -2.21
P -1.48 -2.93 -0.64
O -0.37 -3.39 0.39
O -2.82 -3.56 -0.17
O -1.53 -1.44 -0.82
P 0.61 -2.55 -2.59
O 0.09 -1.22 -3.33
O 1.42 -3.34 -3.54
O 1.18 -2.14 -1.23
H -2.74 -4.16 -3.23
H -1.56 -3.40 -4.32
H -2.51 -2.40 -3.20
H 0.31 -4.97 -2.68
H 0.46 -3.02 -0.04
H -3.07 -3.15 0.71
H -0.28 -0.60 -2.69
C -2.36 -0.73 4.13
S -1.90 -1.69 2.72
O -0.98 -2.70 3.20
O -3.15 -2.24 2.16
O -1.29 -0.72 1.79
H -2.65 -1.42 4.92
H -3.19 -0.08 3.88
H -1.49 -0.15 4.42
C 2.85 -0.71 1.07
C 3.16 -2.07 1.16
C 2.61 -2.90 2.20
C 2.92 -4.23 2.30
C 3.78 -4.86 1.38
C 4.28 -4.08 0.32
C 3.98 -2.75 0.20
C 4.14 -6.22 1.51
N 4.45 -7.33 1.64
H 3.43 -0.11 0.37
H 2.51 -0.20 1.96
H 1.93 -2.45 2.91
H 2.48 -4.82 3.10
H 4.92 -4.55 -0.43
H 4.36 -2.19 -0.64
C 2.64 2.62 -1.24
P 1.93 1.11 -2.04
C 3.47 0.27 -2.58
C 1.44 1.85 -3.66
H 3.51 2.99 -1.78
H 2.91 2.39 -0.21
H 1.87 3.40 -1.21
H 4.10 0.94 -3.17
H 3.20 -0.60 -3.17
H 4.02 -0.08 -1.71
H 2.26 2.44 -4.08
H 0.57 2.49 -3.53
H 1.18 1.05 -4.34
*
```

Highest occupied orbital energy: -0.92 eV
Frontier orbital gap: 4.869 eV


Strongest force on any atom values (in hartree/bohr) by entry order: 0.034 0.070 0.075 0.127 0.121 0.043.
E_tot values (in Eh) by entry order: -629.39671 -1109.43956 -1088.41539 -362.66412 -2363.09009 -4692.37951.